(1)
This record from OMol25 describes a cluster of 14 separate species, C42H98N14O14 in total. The level of theory is the ωB97M-V functional and the def2-TZVPD basis.

Last column: Mulliken charge in e.
Positions of all 168 atoms, in Å:
C1 2.388 -11.365 6.052  -1.09
C2 2.141 -10.183 6.975  0.77
O1 2.474 -10.160 8.198  -0.67
N1 1.590 -9.114 6.386  -0.20
C3 1.176 -7.867 6.952  -0.81
H1 3.140 -12.062 6.422  0.31
H2 2.704 -11.104 5.042  0.33
H3 1.485 -11.971 5.984  0.27
H4 1.394 -9.228 5.402  0.20
H5 1.764 -7.127 6.408  0.28
H6 1.245 -7.788 8.037  0.31
H7 0.136 -7.705 6.666  0.29
C4 -0.535 -0.924 1.511  -0.97
C5 -0.721 -1.128 0.057  0.73
O2 -1.404 -2.090 -0.373  -0.64
N2 -0.062 -0.330 -0.825  -0.22
C6 -0.354 -0.410 -2.287  -0.90
H8 0.001 -1.640 2.133  0.25
H9 -1.467 -0.725 2.041  0.27
H10 0.018 0.001 1.676  0.29
H11 0.349 0.522 -0.472  0.26
H12 0.172 -1.252 -2.736  0.27
H13 0.164 0.374 -2.840  0.37
H14 -1.373 -0.172 -2.592  0.29
C7 6.528 -0.428 0.762  -1.08
C8 6.004 -1.640 0.113  0.72
O3 6.665 -2.051 -0.791  -0.62
N3 4.881 -2.211 0.524  -0.20
C9 4.419 -3.487 0.055  -0.85
H15 7.101 -0.784 1.619  0.26
H16 5.661 0.093 1.167  0.34
H17 7.084 0.231 0.095  0.29
H18 4.698 -1.854 1.450  0.25
H19 3.735 -3.310 -0.775  0.25
H20 3.830 -3.836 0.903  0.35
H21 5.183 -4.220 -0.200  0.29
C10 3.858 3.484 -11.595  -0.85
C11 2.882 2.312 -11.227  0.58
O4 3.401 1.145 -11.007  -0.63
N4 1.526 2.587 -11.190  -0.18
C12 0.563 1.500 -10.796  -0.83
H22 4.488 3.302 -12.465  0.27
H23 4.608 3.589 -10.812  0.23
H24 3.323 4.421 -11.755  0.28
H25 1.147 3.439 -11.577  0.25
H26 0.438 0.707 -11.533  0.28
H27 -0.443 1.881 -10.618  0.33
H28 0.769 0.903 -9.908  0.27
C13 2.295 1.680 12.977  -0.89
C14 1.128 0.772 12.352  0.63
O5 0.388 0.027 12.916  -0.58
N5 1.089 0.745 10.949  -0.17
C15 0.098 -0.041 10.213  -0.84
H29 3.096 1.023 13.314  0.23
H30 2.040 2.384 13.770  0.31
H31 2.624 2.274 12.125  0.25
H32 1.803 1.281 10.476  0.19
H33 -0.787 -0.045 10.848  0.29
H34 0.314 -1.092 10.021  0.27
H35 -0.095 0.409 9.239  0.32
C16 -9.778 -2.268 -6.466  -1.12
C17 -8.850 -1.118 -6.524  0.71
O6 -8.507 -0.738 -7.657  -0.66
N6 -8.549 -0.518 -5.415  -0.17
C18 -7.679 0.654 -5.245  -0.80
H36 -10.700 -2.181 -5.891  0.33
H37 -9.242 -3.109 -6.024  0.30
H38 -10.078 -2.703 -7.419  0.31
H39 -9.079 -0.800 -4.602  0.22
H40 -6.795 0.686 -5.881  0.27
H41 -7.458 0.747 -4.182  0.32
H42 -8.144 1.601 -5.520  0.29
C19 -11.188 -4.258 0.307  -1.00
C20 -10.418 -2.961 0.619  0.73
O7 -10.816 -1.873 0.252  -0.65
N7 -9.347 -2.991 1.365  -0.20
C21 -8.422 -1.977 1.646  -0.91
H43 -10.800 -4.911 -0.475  0.26
H44 -12.225 -3.987 0.105  0.28
H45 -11.167 -4.810 1.247  0.32
H46 -9.352 -3.749 2.033  0.24
H47 -8.943 -1.021 1.684  0.32
H48 -7.549 -2.108 1.006  0.28
H49 -7.934 -2.154 2.604  0.33
C22 3.461 -6.314 -10.989  -1.09
C23 3.775 -6.518 -9.452  0.74
O8 3.705 -7.631 -8.839  -0.68
N8 4.036 -5.430 -8.809  -0.16
C24 4.222 -5.236 -7.441  -0.91
H50 2.802 -5.497 -11.283  0.34
H51 3.077 -7.252 -11.390  0.29
H52 4.450 -6.081 -11.382  0.31
H53 4.006 -4.549 -9.302  0.24
H54 3.593 -5.970 -6.936  0.31
H55 3.821 -4.275 -7.119  0.34
H56 5.254 -5.331 -7.105  0.26
C25 -3.891 -4.185 -11.364  -0.97
C26 -3.353 -4.339 -10.002  0.66
O9 -2.205 -4.755 -9.879  -0.64
N9 -3.979 -3.979 -8.878  -0.20
C27 -3.515 -4.006 -7.504  -0.79
H57 -4.553 -5.004 -11.647  0.24
H58 -3.112 -4.021 -12.109  0.28
H59 -4.356 -3.199 -11.373  0.33
H60 -4.671 -3.283 -9.113  0.23
H61 -4.019 -3.211 -6.956  0.31
H62 -2.452 -3.799 -7.375  0.29
H63 -3.632 -5.049 -7.210  0.25
C28 -5.568 5.812 4.131  -0.87
C29 -5.637 4.514 4.934  0.61
O10 -4.858 3.623 4.534  -0.64
N10 -6.476 4.408 5.932  -0.22
C30 -6.649 3.166 6.656  -0.87
H64 -4.601 6.295 3.989  0.30
H65 -6.118 6.644 4.571  0.30
H66 -5.951 5.408 3.194  0.21
H67 -6.805 5.183 6.490  0.29
H68 -7.233 2.491 6.030  0.26
H69 -7.209 3.296 7.582  0.34
H70 -5.778 2.680 7.096  0.30
C31 0.896 6.567 6.595  -0.91
C32 1.519 6.023 7.896  0.65
O11 2.343 5.138 7.875  -0.64
N11 1.471 6.720 9.027  -0.23
C33 1.200 8.135 9.312  -0.82
H71 1.648 6.855 5.860  0.26
H72 0.201 7.395 6.736  0.28
H73 0.373 5.767 6.070  0.29
H74 1.969 6.204 9.738  0.21
H75 2.099 8.642 8.963  0.34
H76 1.226 8.251 10.396  0.31
H77 0.354 8.669 8.880  0.26
C34 0.680 10.510 -1.282  -0.95
C35 -0.165 9.302 -0.728  0.68
O12 -1.175 9.654 -0.105  -0.63
N12 0.334 8.096 -0.931  -0.19
C36 -0.223 6.845 -0.508  -0.87
H78 0.886 11.348 -0.617  0.29
H79 0.186 10.985 -2.130  0.23
H80 1.688 10.214 -1.573  0.29
H81 1.277 7.986 -1.277  0.22
H82 0.400 6.364 0.246  0.31
H83 -0.080 6.107 -1.298  0.29
H84 -1.249 6.909 -0.144  0.33
C37 6.265 -3.164 7.641  -1.02
C38 5.826 -1.746 7.308  0.64
O13 5.084 -1.545 6.369  -0.65
N13 6.180 -0.742 8.152  -0.18
C39 6.799 -0.765 9.456  -0.84
H85 6.025 -3.837 6.818  0.29
H86 5.697 -3.493 8.511  0.28
H87 7.337 -3.251 7.819  0.33
H88 5.864 0.153 7.806  0.24
H89 7.655 -1.418 9.630  0.26
H90 5.932 -0.955 10.090  0.33
H91 7.149 0.244 9.676  0.30
C40 5.759 2.630 -5.018  -1.13
C41 5.906 3.903 -4.266  0.80
O14 5.061 4.256 -3.425  -0.67
N14 6.927 4.708 -4.522  -0.21
C42 7.009 6.044 -3.837  -0.84
H92 6.700 2.083 -5.073  0.34
H93 5.607 2.597 -6.097  0.31
H94 5.044 1.967 -4.532  0.28
H95 7.628 4.566 -5.235  0.22
H96 6.266 6.431 -3.140  0.30
H97 7.202 6.759 -4.637  0.30
H98 7.892 6.088 -3.199  0.30

The HOMO-LUMO gap is 9.23 eV. Its multiplicity is 1. The HOMO energy comes out at -0.3335 hartree. As for the LUMO energy: 0.15 eV. As for the energy above the lowest of the compared OMol25 structures with the same formula, charge and spin: 939.28 kJ/mol. For the total energy, the calculation gives -94668.0948 eV.

=====

(2)
This record from OMol25 describes a cluster of 12 separate species, C42H99Cl2F3N3O11 in total. The level of theory is the ωB97M-V functional and the def2-TZVPD basis.

Last column: Mulliken charge in e.
Positions of all 160 atoms, in Å:
C1 -5.062 -2.432 -1.636  -1.56
C2 -4.043 -3.010 -0.619  -0.80
C3 -3.230 -4.123 -1.227  0.62
F1 -2.708 -4.928 -0.212  -0.39
C4 -2.115 -3.784 -2.167  0.46
C5 -1.481 -4.728 -2.896  0.16
C6 -1.796 -6.186 -2.891  -1.10
C7 -3.129 -6.482 -3.615  -0.75
C8 -2.951 -7.273 -4.901  -0.65
F2 -1.982 -8.238 -4.772  -0.30
N1 -0.490 -4.105 -3.600  1.29
C9 0.509 -4.693 -4.504  -0.32
F3 0.063 -5.881 -4.978  -0.32
C10 1.873 -4.835 -3.854  -0.19
C11 1.932 -6.082 -2.964  -0.91
C12 -0.515 -2.778 -3.330  -1.46
C13 0.390 -1.775 -3.878  0.05
Cl1 1.680 -1.261 -2.856  -0.12
C14 0.223 -1.242 -5.088  1.10
C15 1.119 -0.206 -5.661  -1.47
Cl2 -1.111 -1.776 -6.048  -0.16
N2 -1.503 -2.586 -2.466  0.80
C16 -1.843 -1.253 -1.939  -0.84
C17 -1.085 -0.937 -0.633  0.03
C18 -0.676 0.532 -0.624  -0.18
C19 0.286 0.931 0.528  -1.20
C20 0.879 -0.222 1.312  -0.40
N3 -0.100 -0.792 2.225  -0.31
H1 -4.824 -2.765 -2.644  0.46
H2 -6.073 -2.707 -1.372  0.32
H3 -4.987 -1.352 -1.616  0.44
H4 -4.625 -3.464 0.176  0.65
H5 -3.450 -2.228 -0.168  0.02
H6 -3.922 -4.755 -1.778  0.17
H7 -1.869 -6.466 -1.846  0.25
H8 -0.997 -6.784 -3.299  0.76
H9 -3.589 -5.538 -3.901  0.25
H10 -3.835 -6.962 -2.944  0.49
H11 -2.670 -6.589 -5.699  0.25
H12 -3.897 -7.742 -5.156  0.40
H13 0.609 -4.045 -5.367  0.28
H14 2.068 -3.942 -3.272  0.12
H15 2.633 -4.846 -4.627  0.51
H16 2.562 -5.938 -2.097  0.40
H17 0.927 -6.271 -2.599  0.07
H18 2.249 -6.946 -3.532  0.29
H19 2.132 -0.589 -5.746  0.35
H20 0.797 -0.012 -6.678  0.47
H21 1.125 0.713 -5.087  0.28
H22 -1.496 -0.538 -2.677  0.04
H23 -2.908 -1.104 -1.860  -0.17
H24 -0.176 -1.525 -0.692  0.13
H25 -1.649 -1.218 0.246  0.76
H26 -1.586 1.128 -0.537  0.24
H27 -0.229 0.832 -1.566  -0.14
H28 1.104 1.514 0.111  0.43
H29 -0.243 1.618 1.184  0.31
H30 1.273 -0.987 0.645  0.45
H31 1.743 0.164 1.864  0.26
H32 -0.471 -0.069 2.822  0.12
H33 0.297 -1.530 2.787  0.16
C21 3.193 -0.423 5.046  -1.05
C22 2.565 0.956 5.001  0.14
O1 1.209 0.888 4.536  -0.44
H34 3.175 -0.885 4.056  0.25
H35 4.222 -0.370 5.388  0.25
H36 2.640 -1.082 5.719  0.37
H37 3.103 1.602 4.320  -0.11
H38 2.577 1.419 5.991  0.22
H39 0.723 0.326 5.148  0.27
C23 -2.379 2.318 6.564  -0.99
C24 -1.760 3.539 5.907  -0.21
O2 -0.359 3.374 5.717  -0.34
H40 -1.906 2.125 7.527  0.25
H41 -3.450 2.456 6.721  0.36
H42 -2.232 1.430 5.944  0.26
H43 -1.893 4.419 6.535  0.27
H44 -2.236 3.734 4.939  0.25
H45 -0.224 2.602 5.153  0.18
C25 -0.853 3.930 -4.779  -1.17
C26 -0.780 2.712 -3.877  0.09
O3 0.337 2.783 -2.989  -0.47
H46 0.064 4.032 -5.357  0.27
H47 -1.693 3.863 -5.468  0.37
H48 -0.963 4.840 -4.188  0.30
H49 -0.651 1.806 -4.470  0.08
H50 -1.701 2.608 -3.292  0.22
H51 0.234 3.573 -2.450  0.28
C27 4.330 5.670 3.234  -0.98
C28 3.790 4.256 3.272  -0.17
O4 3.542 3.839 4.612  -0.40
H52 5.251 5.742 3.813  0.27
H53 4.535 5.994 2.211  0.27
H54 3.612 6.358 3.682  0.23
H55 4.508 3.553 2.847  0.29
H56 2.859 4.187 2.695  0.23
H57 2.903 4.453 4.992  0.22
C29 4.266 8.854 6.563  -1.03
C30 3.069 8.420 5.738  -0.26
O5 2.752 7.046 5.961  -0.40
H58 5.135 8.240 6.322  0.26
H59 4.513 9.900 6.377  0.34
H60 4.065 8.730 7.630  0.32
H61 3.280 8.527 4.675  0.27
H62 2.195 9.034 5.977  0.29
H63 2.552 6.939 6.895  0.25
C31 0.477 -5.882 1.215  -0.49
C32 0.174 -5.288 2.577  -0.38
O6 -0.266 -3.937 2.463  -0.40
H64 1.241 -5.289 0.708  0.22
H65 0.830 -6.912 1.300  0.44
H66 -0.416 -5.870 0.583  -0.17
H67 1.067 -5.279 3.198  0.34
H68 -0.594 -5.876 3.091  0.27
H69 -1.065 -3.932 1.926  0.19
C33 -5.174 -8.132 0.662  -0.80
C34 -6.379 -8.029 -0.255  -0.32
O7 -6.065 -8.452 -1.582  -0.50
H70 -4.350 -7.527 0.279  0.05
H71 -5.418 -7.793 1.670  0.33
H72 -4.821 -9.164 0.721  0.39
H73 -6.718 -6.996 -0.326  0.26
H74 -7.206 -8.635 0.128  0.32
H75 -5.779 -9.368 -1.537  0.30
C35 -6.962 1.212 -3.459  -1.02
C36 -7.537 -0.175 -3.234  -0.19
O8 -7.644 -0.480 -1.845  -0.50
H76 -5.978 1.296 -2.995  0.24
H77 -6.869 1.431 -4.523  0.33
H78 -7.601 1.972 -3.004  0.33
H79 -6.888 -0.933 -3.673  0.20
H80 -8.524 -0.261 -3.699  0.35
H81 -8.226 0.174 -1.446  0.28
C37 7.842 5.028 -0.583  -1.12
C38 6.497 5.358 0.039  0.00
O9 6.428 6.729 0.423  -0.52
H82 8.647 5.249 0.117  0.31
H83 7.898 3.975 -0.863  0.32
H84 8.013 5.633 -1.477  0.32
H85 6.338 4.769 0.941  0.16
H86 5.682 5.141 -0.661  0.25
H87 6.556 7.262 -0.366  0.29
C39 6.635 1.117 8.369  -1.23
C40 5.426 0.706 7.549  0.03
O10 5.092 -0.666 7.764  -0.51
H88 7.495 0.496 8.115  0.32
H89 6.891 2.162 8.192  0.33
H90 6.441 0.984 9.436  0.34
H91 5.632 0.828 6.487  0.28
H92 4.561 1.328 7.803  0.18
H93 4.899 -0.769 8.700  0.29
C41 -0.422 8.041 -8.026  -1.06
C42 -1.034 6.658 -7.916  -0.24
O11 -1.159 6.246 -6.553  -0.44
H94 0.561 8.060 -7.555  0.28
H95 -0.316 8.341 -9.069  0.34
H96 -1.043 8.780 -7.515  0.33
H97 -0.404 5.920 -8.410  0.27
H98 -2.021 6.637 -8.389  0.26
H99 -1.724 6.885 -6.109  0.25

The HOMO-LUMO gap is 8.18 eV. The charge is +1. Its multiplicity is 1. The HOMO energy comes out at -0.3852 hartree. As for the LUMO energy: -2.30 eV. As for the energy above the lowest of the compared OMol25 structures with the same formula, charge and spin: 49.64 kJ/mol. For the total energy, the calculation gives -105341.7547 eV.

=====

Look up the multiplicity of the first one. 1